Record 1
ORCA calculation (ωB97M-V/def2-TZVPD) on a single C5H11N molecule at a distorted geometry.

The geometry in XYZ format:
```
17
Properties=species:S:1:pos:R:3:forces:R:3:lowdin_charge:R:1
H -0.807555 2.760461 -0.910007 -0.019 -0.045 -0.014 0.08
H -0.120712 -2.501685 0.439140 0.202 -0.037 -0.005 0.09
C -0.755514 -1.639724 0.255923 0.148 -0.075 0.022 -0.04
H 1.894327 0.525751 0.806443 -0.502 0.191 -0.137 0.08
H 2.083833 -1.151904 0.434551 -0.503 -0.045 -0.336 0.09
N 0.058846 -0.431066 0.124997 1.632 -0.461 -0.918 -0.29
H -1.520374 0.379152 -0.958683 -0.043 0.075 0.178 0.13
C 0.638324 0.028013 -1.313381 -0.599 -0.243 -0.825 -0.04
H 0.300805 -0.789356 -1.956697 -0.236 0.107 -0.353 0.03
H -1.474175 -1.577941 1.073068 0.038 0.214 0.131 0.09
H 1.097314 -0.698399 1.812980 0.411 -0.109 1.256 0.07
H -1.071319 2.219702 0.749260 -0.045 0.006 0.046 0.07
C -0.510912 0.676199 -0.663076 -0.020 0.369 -0.328 -0.40
H 0.574787 2.372098 0.089237 0.057 -0.056 0.033 0.07
C -0.449181 2.080118 -0.135225 0.057 0.111 0.073 -0.06
C 1.366726 -0.420439 0.814810 -0.628 -0.173 1.273 -0.08
H -1.305225 -1.830981 -0.663340 0.049 0.171 -0.096 0.09
```
Positions in Å, forces in eV/Å.

Values from the calculation:
- Total energy: -251.7089 a.u.
- Highest occupied orbital energy: -7.2 eV
- Kohn-Sham gap: 8.1 eV
- Spin multiplicity: 1

Record 2
ORCA calculation (ωB97M-V/def2-TZVPD) on a molecular structure, C20H36N9O2V.

The geometry in XYZ format:
```
68
Properties=species:S:1:pos:R:3:forces:R:3:lowdin_charge:R:1
H 0.661923 -0.008384 2.886483 -0.029 -0.039 -0.099 0.13
H -0.385135 -2.092331 4.189701 -0.007 0.053 -0.018 0.13
N -1.317961 3.841842 -1.008907 0.187 -0.310 -0.085 -0.06
H -5.187193 -2.207529 5.057666 0.017 0.002 0.002 0.12
N -5.373815 -3.111922 4.664165 0.028 0.060 -0.013 0.22
C -1.156873 -2.059132 3.416693 -0.057 -0.121 -0.112 -0.13
C 0.358789 6.274987 -0.930685 0.001 -0.053 0.002 -0.07
H 4.501304 2.437727 -1.117323 0.019 0.043 0.012 0.11
H -2.811498 5.052212 -1.730068 0.030 0.108 0.028 0.14
C 2.304142 -0.075653 -0.438423 -0.028 -0.089 -0.071 -0.20
N -1.390986 2.339129 0.463863 -0.018 -0.146 0.200 0.02
H 2.406021 2.039178 0.084965 -0.024 -0.030 0.015 0.09
C -3.649300 -1.331254 3.158095 -0.123 0.046 -0.073 -0.15
N -0.313253 2.083351 -0.319212 -0.459 0.677 -0.231 -0.08
H -2.119949 -0.247978 4.159178 0.039 0.016 -0.006 0.12
C 4.662013 0.413939 -1.815707 -0.023 0.041 0.031 -0.04
H -4.454521 -0.818108 3.688073 0.034 -0.017 0.027 0.13
H 1.325528 -2.544861 -0.858307 0.044 0.000 0.055 0.11
H -1.422476 -3.103729 3.232953 -0.036 0.046 0.022 0.13
H 1.873609 -3.500894 1.575514 -0.097 0.020 -0.020 0.07
H 2.496978 -2.983355 -2.082891 0.021 -0.010 0.037 0.13
C 4.438043 -3.760583 -0.464650 0.110 -0.028 -0.085 -0.09
H 4.503546 -4.072542 -1.507343 0.028 0.000 -0.015 0.09
N -5.171035 -4.677452 2.995840 -0.023 -0.102 -0.060 0.21
H 2.914746 -2.045394 1.462318 0.012 -0.048 -0.014 0.08
C -2.361977 -1.300438 3.982096 0.028 0.059 0.035 -0.15
C -0.509830 -1.550317 2.130346 0.172 -0.075 0.231 -0.26
H -4.874234 -4.953075 2.074567 0.002 0.018 0.021 0.14
H 5.573550 0.593479 -2.366357 0.058 0.013 -0.032 0.12
H -6.066926 -3.677764 5.123310 0.001 -0.005 -0.001 0.14
C -4.873236 -3.471658 3.480513 0.057 0.041 -0.082 -0.42
H 0.748175 7.234256 -0.598697 -0.010 0.051 0.019 0.09
V 0.456720 0.264067 0.141492 0.501 -0.447 -0.059 1.02
H -5.730956 -5.330977 3.516120 0.003 0.020 -0.004 0.13
H 5.136398 -2.928653 -0.305349 0.022 0.049 0.008 0.09
C -1.300501 -1.760528 0.836457 -0.107 0.096 -0.215 -0.54
H -1.426842 7.126992 -1.738224 0.028 0.012 0.071 0.15
C 4.058161 1.452341 -1.124432 -0.028 0.059 -0.010 -0.07
H -3.637059 -3.016973 1.934243 -0.017 -0.019 0.093 0.12
O -2.225782 -2.535176 0.753349 0.057 -0.045 0.061 0.10
C 2.929741 -1.132489 -1.109183 0.069 0.024 -0.048 -0.21
H -1.399304 7.507221 0.741122 0.004 0.045 0.018 0.09
H -3.541067 -0.789740 2.219184 0.063 0.028 0.011 0.13
H -1.666035 5.789670 1.006397 0.020 0.024 0.004 0.07
C 4.100628 -0.853603 -1.810674 -0.036 -0.054 0.037 -0.02
C -1.160127 6.325318 -1.040867 -0.076 0.170 -0.155 -0.41
H -2.556991 -1.708185 4.976939 -0.016 -0.038 -0.019 0.12
N -1.984695 3.380636 0.053414 -0.305 0.152 0.177 0.11
N -0.049002 -0.132970 2.166641 -0.078 0.243 0.052 0.03
H 0.678551 5.534269 -0.193557 0.023 -0.033 0.039 0.08
H 0.405071 -2.133226 1.968534 -0.117 -0.038 0.066 0.13
H -0.823515 0.487044 2.414233 0.090 -0.048 0.003 0.10
C 2.845102 -3.126277 1.240239 0.054 0.133 0.219 -0.10
C -1.722894 5.075015 -1.708183 0.067 -0.229 -0.130 -0.08
H 4.578401 -1.641980 -2.375598 0.023 -0.059 -0.028 0.12
N -4.085342 -2.668809 2.780218 -0.004 -0.117 0.063 0.09
H 3.597307 -3.614777 1.858537 -0.030 -0.050 -0.033 0.09
C -1.821875 6.607350 0.299210 0.026 -0.007 0.088 -0.07
O -0.842974 -1.057664 -0.174400 -0.077 -0.092 0.109 -0.12
H -2.894194 6.758537 0.191976 -0.069 -0.012 -0.004 0.09
H 0.834013 6.044512 -1.885141 0.017 -0.010 -0.063 0.08
N 3.059042 -3.449768 -0.146692 -0.065 -0.002 -0.066 -0.25
H -1.351344 4.966264 -2.728709 -0.031 0.037 0.051 0.14
C -0.293474 3.030116 -1.239474 0.176 0.084 -0.005 -0.06
H 0.429141 3.142531 -2.027918 0.034 0.001 -0.074 0.16
C 2.869225 1.206621 -0.452412 -0.028 -0.014 0.116 -0.14
H 4.769208 -4.596157 0.150639 -0.014 -0.004 0.001 0.09
C 2.398495 -2.554400 -1.082404 -0.131 -0.078 -0.094 -0.15
```
Positions in Å, forces in eV/Å.

Values from the calculation:
- Total energy: -2370.5263 a.u.
- Highest occupied orbital energy (alpha / beta): -12.5 / -12.5 eV
- Net charge: +2
- Kohn-Sham gap (alpha / beta): 7.3 / 7.5 eV
- Spin multiplicity: 3

Record 3
ORCA calculation (ωB97M-V/def2-TZVPD) on a single C13H24O2 molecule at a distorted geometry.

The geometry in XYZ format:
```
39
Properties=species:S:1:pos:R:3:forces:R:3:lowdin_charge:R:1
C -0.575202 2.498112 0.503052 -1.353 1.151 -0.647 -0.22
C 0.146426 -4.812109 -1.848449 0.886 -0.477 1.953 -0.18
C 0.203252 1.852170 -0.651596 -0.810 0.118 1.050 -0.18
H -1.363942 -0.119039 1.306920 0.199 -1.948 -0.281 0.09
H -0.406292 -5.534175 -1.136860 -0.104 1.662 -0.812 0.16
H 1.268111 -1.837369 -1.792102 -1.167 -0.126 0.190 0.17
C -1.114428 4.184707 2.265345 -0.321 2.990 -2.047 -0.09
H -1.290222 5.302415 2.550805 0.602 -1.719 -0.938 0.11
H -0.312952 4.650634 0.286020 -0.352 -0.336 -0.002 0.12
H -0.665063 1.870609 1.392574 0.003 -0.458 -0.265 0.10
H -0.727465 3.774724 3.109237 1.336 -1.431 2.637 0.03
H -1.908825 -1.691924 0.523702 0.406 0.357 -0.179 0.08
H 1.004452 -0.568608 0.124746 2.181 0.524 1.731 0.09
C -0.178195 3.866624 1.047616 0.776 1.674 0.851 -0.42
C -1.029327 -1.157914 0.916262 0.631 2.617 -0.358 -0.04
H -1.605181 2.741806 0.121602 0.513 -0.832 0.421 0.13
C 1.350592 4.070100 1.484678 -2.498 -0.841 -1.788 -0.06
O -1.695693 -1.825951 -2.212454 -0.232 -1.877 -0.194 0.14
H 0.297295 2.566666 -1.492602 -0.308 -0.476 0.251 0.12
H -2.087542 3.770239 2.155392 -0.934 -0.380 -0.372 0.05
H -1.486694 0.450897 -0.966440 0.578 0.458 -0.748 0.12
H 0.109660 -3.597705 0.429971 -1.351 0.093 1.000 0.11
H 1.841395 4.292211 0.500939 0.403 -0.531 1.338 0.08
C -0.380143 0.466917 -1.060394 -0.333 0.286 0.703 -0.17
H 1.182397 1.737044 -0.248945 1.252 -0.379 -0.045 0.09
C 0.853881 -3.147200 -0.165093 0.781 0.484 -1.072 -0.21
H 2.172683 -3.693880 -1.641985 -1.272 -1.927 0.375 0.16
H 1.578828 3.139206 2.008826 0.880 0.251 -0.152 0.07
C 0.380077 -2.074687 -1.141700 -0.310 1.717 3.053 -0.17
C 1.317359 -4.237934 -1.062923 1.117 1.475 -1.193 -0.20
O -0.584002 -3.821574 -2.522367 -2.077 0.630 0.095 0.03
H 1.344061 4.918045 2.141165 0.472 0.408 0.308 0.05
H -0.045732 0.350296 -2.086822 -0.399 -0.481 -0.214 0.10
H 1.624056 -4.973552 -0.396491 1.389 -1.836 0.594 0.09
H -0.630573 -1.738642 1.747241 0.175 0.121 -0.062 0.06
C 0.050070 -0.759931 -0.198875 -2.708 -2.127 -2.679 -0.26
C -0.816299 -2.596786 -1.924220 1.741 1.638 -0.887 -0.39
H 1.670622 -2.815958 0.489452 -0.229 0.151 -0.159 0.14
H 0.508551 -5.498483 -2.555227 0.436 -0.624 -1.455 0.10
```
Positions in Å, forces in eV/Å.

Values from the calculation:
- SMILES string: CC(C)CCC[C@@H](C)[C@H]1CCCOC1=O
- Total energy: -660.1425 a.u.
- Highest occupied orbital energy: -10.0 eV
- Kohn-Sham gap: 10.8 eV
- Spin multiplicity: 1